P:
Entry from the OMol25 dataset: an isolated ion of composition C3H6IN2O and charge +1 (the ωB97M-V functional and the def2-TZVPD basis).

The geometry in XYZ format:
```
13
Properties=species:S:1:pos:R:3
I -2.6313 0.3249 -0.0547
O 1.6556 -0.8298 0.3431
N 0.7064 1.2854 0.1794
N -0.6916 -2.0945 -0.1209
C -0.6752 -0.7151 -0.1217
C -0.0291 2.3441 -0.1040
C 0.5064 -0.0832 0.0798
H 0.4977 3.2337 -0.2800
H 1.7104 1.3314 0.3886
H -1.0766 2.0798 -0.1204
H 0.2202 -2.5569 -0.4337
H 1.4269 -1.7333 0.5817
H -1.6199 -2.5866 -0.3372
```

Net charge: +1
SMILES string: C=[NH+]/C(O)=C(/N)I
HOMO-LUMO gap (alpha / beta) (eV): 7.383 / 7.381
2S+1: 1
Highest occupied orbital energy (alpha / beta) (Eh): -0.466 / -0.466

=====

Q:
Entry from the OMol25 dataset: an isolated ion of composition C3H6IN2O and charge +1 (the ωB97M-V functional and the def2-TZVPD basis).

The geometry in XYZ format:
```
13
Properties=species:S:1:pos:R:3
I -2.7769 -0.5999 -0.0454
O 1.9154 -3.6581 0.1890
N -0.0444 0.5854 -0.0225
N 1.2308 -1.4299 -0.1623
C -1.0004 0.0185 0.9688
C 0.6654 -0.4448 -0.9621
C 1.5328 -2.5876 -0.0207
H -1.4527 0.7466 1.8062
H -0.6175 -0.8428 1.3318
H 0.6663 1.0029 0.5601
H -0.4820 1.2716 -0.6787
H 1.4725 0.1609 -1.4682
H 0.0391 -0.8466 -1.9278
```

Net charge: +1
SMILES string: O=C=NC[NH2+]CI
HOMO-LUMO gap (eV): 10.126
2S+1: 1
Highest occupied orbital energy (Eh): -0.515

=====

Q ends up most stable, edging out the next structure by 84.2 kJ/mol.

=====

P:
Entry from the OMol25 dataset: a 2-piece molecular cluster, C4H11NO overall (the ωB97M-V functional and the def2-TZVPD basis).

The geometry in XYZ format:
```
17
Properties=species:S:1:pos:R:3
O 1.7584 0.2286 0.6919
N -0.8402 -1.6551 -0.4697
C -0.1868 -1.1941 -1.7022
C -2.0882 -0.7932 -0.2665
C 1.4762 1.5114 0.8241
C 0.3656 2.0874 1.1933
H -2.9734 -1.2157 0.4643
H -0.7955 -1.4128 -2.5711
H 0.8297 -1.6867 -1.8697
H 0.7238 0.0275 0.4804
H 2.1866 2.1548 0.5120
H -0.4804 1.4428 1.3214
H -0.2807 -1.7439 0.3156
H -2.5669 -0.4671 -1.2459
H -0.3060 -0.1768 -1.7277
H -1.9542 0.0507 0.4356
H 0.0305 3.1148 1.3457
```

Net charge: +1
HOMO-LUMO gap (alpha / beta) (eV): 9.570 / 4.217
2S+1: 2
Highest occupied orbital energy (alpha / beta) (Eh): -0.477 / -0.475

=====

Q:
Entry from the OMol25 dataset: a 2-piece molecular cluster, C4H11NO overall (the ωB97M-V functional and the def2-TZVPD basis).

The geometry in XYZ format:
```
17
Properties=species:S:1:pos:R:3
O -1.5937 0.1585 0.0144
N 1.2618 0.1714 0.5339
C 1.8172 -1.1101 -0.0195
C 1.1841 0.3973 2.0384
C -1.7976 0.2594 -1.3355
C -2.9570 0.4697 -1.9368
H -0.6363 -0.0742 0.4219
H 1.4404 0.8600 -0.2961
H 2.0598 -0.0060 2.5070
H -2.8796 1.0723 -2.8636
H 0.3385 -0.1016 2.4565
H -3.9399 0.4131 -1.4701
H -0.8300 0.2137 -1.9444
H 2.9548 -1.1407 0.0474
H 1.2007 -1.1259 -0.9271
H 1.0111 1.5346 2.1372
H 1.3658 -1.9914 0.6364
```

Net charge: +1
HOMO-LUMO gap (alpha / beta) (eV): 8.706 / 3.752
2S+1: 2
Highest occupied orbital energy (alpha / beta) (Eh): -0.459 / -0.453

=====

R:
Entry from the OMol25 dataset: a 3-piece molecular cluster, C4H11NO overall (the ωB97M-V functional and the def2-TZVPD basis).

The geometry in XYZ format:
```
17
Properties=species:S:1:pos:R:3
O -1.1334 -1.1079 2.2801
N 2.2169 -0.1401 0.5393
C 0.7309 -1.1253 -1.2502
C 0.6421 1.2739 -0.6629
C -0.8337 1.5094 -0.7268
C 1.1899 0.0067 -0.5042
H 2.1852 -1.1093 0.9224
H 1.3666 2.1039 -0.3673
H -1.2634 0.8249 -1.4472
H 2.2756 0.5746 1.2136
H -0.2573 -1.0980 -1.6562
H -2.0074 -0.9556 2.5315
H -2.3552 -1.2574 -0.1368
H 1.4343 -1.9609 -1.1709
H -1.5908 -1.1584 1.2111
H -1.3030 1.1770 0.2563
H -1.2974 2.4424 -1.0316
```

Net charge: +1
HOMO-LUMO gap (alpha / beta) (eV): 6.751 / 6.695
2S+1: 2
Highest occupied orbital energy (alpha / beta) (Eh): -0.512 / -0.511

=====

Q ends up most stable, edging out the next structure by 46.9 kJ/mol.

=====

P:
Entry from the OMol25 dataset: C6H7N3 as an isolated structure (the ωB97M-V functional and the def2-TZVPD basis).

The geometry in XYZ format:
```
16
Properties=species:S:1:pos:R:3
N 1.9535 0.2343 -1.0447
N 0.6184 -1.6146 0.0658
N -2.0160 1.6654 0.4375
C -1.4808 -0.7241 0.8376
C -0.6472 -1.7636 0.6177
C 0.1441 0.7274 -0.1413
C 1.1955 1.5367 -0.8542
C -1.2071 0.6587 0.3936
C 0.9196 -0.3518 -0.3030
H 2.9086 0.2081 -0.6620
H -0.8960 -2.8113 0.8572
H -2.9110 1.3661 0.8190
H 0.9352 1.9667 -1.8353
H 1.7847 2.2357 -0.2477
H -2.4407 -0.9203 1.2898
H 1.1393 -2.4135 -0.2303
```

Net charge: 0
HOMO-LUMO gap (eV): 8.391
2S+1: 1
Highest occupied orbital energy (Eh): -0.284

=====

Q:
Entry from the OMol25 dataset: a single C6H7N3 molecule (the ωB97M-V functional and the def2-TZVPD basis).

The geometry in XYZ format:
```
16
Properties=species:S:1:pos:R:3
N 0.0364 0.3424 0.0686
N -0.4269 -1.6571 0.9748
N -1.5598 2.9297 1.8917
C -1.1503 1.8835 1.6067
C 0.1104 -1.0287 -0.0964
C -0.6835 0.6036 1.2189
C 0.7475 -1.7608 -1.2132
C -0.8764 -0.6068 1.7907
C 0.5150 1.2769 -0.9225
H -1.4124 -0.7382 2.6977
H -0.1353 1.3368 -1.7890
H 0.5594 2.2770 -0.4859
H 0.3744 -1.3628 -2.1486
H 0.5409 -2.8297 -1.1631
H 1.5389 0.9903 -1.2482
H 1.8215 -1.6561 -1.1823
```

Net charge: 0
SMILES string: Cc1ncc(C#N)n1C
HOMO-LUMO gap (eV): 9.804
2S+1: 1
Highest occupied orbital energy (Eh): -0.337

=====

Q ends up most stable, edging out the next structure by 145.5 kJ/mol.

=====

P:
Entry from the OMol25 dataset: a single C4H10N2S molecule (the ωB97M-V functional and the def2-TZVPD basis).

The geometry in XYZ format:
```
17
Properties=species:S:1:pos:R:3
S 0.7358 0.7333 1.1179
N -0.2382 -0.3153 1.9511
N -0.5685 -1.3137 -1.2632
C 0.3725 0.9518 -0.5815
C -0.9756 1.4630 -1.1568
C 0.7021 -0.5029 -1.2537
C 0.2475 -0.7500 3.1581
H -0.6179 -1.4828 -0.3450
H -0.6545 -2.1592 -1.8990
H -1.8857 0.9165 -0.7082
H -0.2666 -1.5805 3.6357
H 1.2691 -0.3119 3.6963
H -1.1166 2.2899 -0.6178
H -0.7464 1.4919 -2.3623
H 0.9969 -0.2716 -2.2111
H 1.5319 -0.9235 -0.4457
H 1.2142 1.7650 -0.7150
```

Net charge: 0
SMILES string: C=NS[C@H](C)CN
HOMO-LUMO gap (eV): 8.770
2S+1: 1
Highest occupied orbital energy (Eh): -0.301

=====

Q:
Entry from the OMol25 dataset: C4H10N2S as an isolated structure (the ωB97M-V functional and the def2-TZVPD basis).

The geometry in XYZ format:
```
17
Properties=species:S:1:pos:R:3
S -0.5844 -1.7663 0.9019
N -0.8982 1.2192 -1.7075
N -0.0005 0.6106 -0.8348
C -0.7104 0.0348 0.9141
C 0.0897 0.6144 2.0325
C 0.3140 -0.6897 -1.4193
C 0.7967 -1.5662 -0.2387
H -1.8047 0.1934 0.7324
H 1.5705 -1.0801 0.3059
H 1.1535 -2.5832 -0.4633
H -0.4248 1.4700 2.5446
H 1.2915 -0.5896 -2.0156
H -1.1801 2.1090 -1.4686
H -1.5404 0.6290 -2.0835
H -0.5160 -1.1760 -1.7807
H 1.0446 0.9761 1.8311
H 0.2873 -0.0703 2.9091
```

Net charge: 0
HOMO-LUMO gap (eV): 8.880
2S+1: 1
Highest occupied orbital energy (Eh): -0.291

=====

R:
Entry from the OMol25 dataset: a 2-piece molecular cluster, C4H10N2S overall (the ωB97M-V functional and the def2-TZVPD basis).

The geometry in XYZ format:
```
17
Properties=species:S:1:pos:R:3
S -0.9196 -1.4136 1.4236
N -1.0357 1.8578 -0.0695
N -0.6352 1.7219 -1.3195
C -2.2245 2.0943 0.4442
C 0.4444 -0.9689 0.6739
C 1.6386 -0.4316 1.3731
C 0.5203 -1.2776 -0.8174
H -2.3428 2.1729 1.4344
H 1.6178 -1.5142 -1.0776
H -0.2840 1.7076 0.5722
H -3.0668 1.9799 -0.3136
H -1.4530 1.9558 -1.9434
H 1.9068 0.6611 1.1684
H 1.4582 -0.4220 2.4473
H 2.5148 -1.0978 1.0217
H 0.4347 -0.2850 -1.2750
H -0.1664 -2.0069 -1.2686
```

Net charge: 0
HOMO-LUMO gap (alpha / beta) (eV): 7.963 / 7.964
2S+1: 1
Highest occupied orbital energy (alpha / beta) (Eh): -0.293 / -0.293

=====

S:
Entry from the OMol25 dataset: C4H10N2S as an isolated structure (the ωB97M-V functional and the def2-TZVPD basis).

The geometry in XYZ format:
```
17
Properties=species:S:1:pos:R:3
S 0.5169 0.8762 0.8524
N -0.0417 -1.3770 -0.1178
N -0.5457 0.5297 -1.3822
C -0.0980 -0.0386 -0.3681
C -0.9165 -2.3082 -0.9472
C -0.3195 1.9673 -1.5110
C 0.8173 -0.3155 2.2718
H 1.3597 -1.1789 2.0867
H -0.6558 -2.6301 -2.0381
H 0.7558 2.2963 -0.9931
H -1.1387 2.7333 -1.0204
H -1.9776 -1.9198 -0.8462
H 1.2190 0.0984 3.2726
H 0.8167 -1.5923 0.3024
H -0.3228 2.1589 -2.8689
H -0.0862 -0.7223 2.6126
H -1.0279 -3.1617 -0.3185
```

Net charge: 0
HOMO-LUMO gap (eV): 9.289
2S+1: 1
Highest occupied orbital energy (Eh): -0.316

=====

S ends up most stable, edging out the next structure by 11.6 kJ/mol.

=====

P:
Entry from the OMol25 dataset: C2HI2N3 as an isolated structure (the ωB97M-V functional and the def2-TZVPD basis).

The geometry in XYZ format:
```
8
Properties=species:S:1:pos:R:3
I -3.3367 -1.2924 3.0217
I -0.0149 -2.1158 2.2638
N -2.7206 -0.1778 1.5312
N -0.4840 -0.0036 0.1926
N -1.7494 1.5471 -1.3083
C -1.0488 -0.6336 1.1964
C -1.1575 0.8561 -0.6227
H 0.4754 0.2111 0.0252
```

Net charge: 0
HOMO-LUMO gap (alpha / beta) (eV): 7.255 / 7.257
2S+1: 1
Highest occupied orbital energy (alpha / beta) (Eh): -0.301 / -0.301

=====

Q:
Entry from the OMol25 dataset: a 2-piece molecular cluster, C2HI2N3 overall (the ωB97M-V functional and the def2-TZVPD basis).

The geometry in XYZ format:
```
8
Properties=species:S:1:pos:R:3
I 3.0852 1.2966 -0.8948
I 1.1610 -2.5808 -0.8263
N -1.2999 -0.4197 0.7496
N 1.2044 0.4732 -0.2641
N -1.4946 2.0180 0.5403
C -1.4210 0.8601 0.6004
C 0.8111 -0.6582 -0.2814
H -2.0463 -0.9892 0.3764
```

Net charge: 0
HOMO-LUMO gap (alpha / beta) (eV): 5.832 / 5.833
2S+1: 1
Highest occupied orbital energy (alpha / beta) (Eh): -0.317 / -0.317

=====

Q ends up most stable, edging out the next structure by 52.9 kJ/mol.

=====

P:
Entry from the OMol25 dataset: a single C5H2O molecule (the ωB97M-V functional and the def2-TZVPD basis).

The geometry in XYZ format:
```
8
Properties=species:S:1:pos:R:3
O 2.0307 -0.2201 0.0530
C -1.0938 0.5037 0.3232
C -0.9388 -0.4765 1.0455
C 1.0378 -0.1716 -0.6162
C 0.0435 0.9626 -0.6571
C -1.0803 1.5981 -0.7170
H -0.6525 -1.1848 1.7904
H 0.6533 -1.0114 -1.2219
```

Net charge: 0
HOMO-LUMO gap (eV): 9.118
2S+1: 1
Highest occupied orbital energy (Eh): -0.368

=====

Q:
Entry from the OMol25 dataset: a single C5H2O molecule (the ωB97M-V functional and the def2-TZVPD basis).

The geometry in XYZ format:
```
8
Properties=species:S:1:pos:R:3
O -0.8168 -1.3603 2.3429
C 1.1430 -0.0290 -2.4483
C -0.2340 0.2839 0.6820
C -0.5691 -0.8810 1.2570
C 0.2261 1.0783 -0.2439
C 0.6693 0.4560 -1.4349
H 0.2433 2.0705 -0.4537
H -0.6618 -1.6183 0.2988
```

Net charge: 0
HOMO-LUMO gap (alpha / beta) (eV): 6.473 / 7.171
2S+1: 1
Highest occupied orbital energy (alpha / beta) (Eh): -0.363 / -0.375

=====

P ends up most stable, edging out the next structure by 184.1 kJ/mol.

=====

P:
Entry from the OMol25 dataset: an isolated ion of composition C4H5N2O2S and charge -1 (the ωB97M-V functional and the def2-TZVPD basis).

The geometry in XYZ format:
```
14
Properties=species:S:1:pos:R:3
S -1.1904 2.4325 0.0391
O 0.8835 -1.9465 0.6744
O 3.1034 0.1722 -0.2706
N 1.2088 1.3165 -0.0458
N -0.4885 -0.1212 -0.1363
C 0.8115 -1.0689 -0.1779
C -0.1808 1.1530 0.0278
C -1.8214 -0.6060 0.2674
C 1.9206 0.1660 -0.1158
H -2.4349 0.1862 0.2923
H 1.4969 2.2438 0.1920
H 0.6424 -1.4876 -1.2764
H -2.0876 -1.1628 -0.5377
H -1.8635 -1.2771 1.0673
```

Net charge: -1
SMILES string: CN1C(=S)NC(=O)[C@H]1[O-]
HOMO-LUMO gap (eV): 7.351
2S+1: 1
Highest occupied orbital energy (Eh): -0.145

=====

Q:
Entry from the OMol25 dataset: a 2-piece molecular cluster, C4H5N2O2S overall (the ωB97M-V functional and the def2-TZVPD basis).

The geometry in XYZ format:
```
14
Properties=species:S:1:pos:R:3
S -2.3362 0.0210 -0.4645
O -3.7595 -0.4473 -0.2173
O -2.0797 1.3522 0.2370
N 2.6827 0.2345 -0.5115
N 0.6385 0.9527 -0.1627
C -1.4300 -1.1440 0.6316
C 0.6545 -0.3138 0.1345
C 1.8708 1.2692 -0.6072
C 1.9579 -0.7792 0.0135
H -1.4522 -0.9112 1.7412
H 2.3307 -1.8709 0.1000
H -1.0210 -2.0322 0.1480
H -0.2914 1.4843 0.0707
H 2.2349 2.1846 -1.1133
```

Net charge: -1
HOMO-LUMO gap (eV): 8.164
2S+1: 1
Highest occupied orbital energy (Eh): -0.158

=====

P ends up most stable, edging out the next structure by 286.9 kJ/mol.

=====

P:
Entry from the OMol25 dataset: a 2-piece molecular cluster, C9H10O overall (the ωB97M-V functional and the def2-TZVPD basis).

The geometry in XYZ format:
```
20
Properties=species:S:1:pos:R:3
O -3.7384 -0.4694 -0.0558
C -0.3382 -0.2959 1.3710
C 1.4130 -0.7725 -0.9760
C 0.2974 2.3785 0.0807
C -0.1252 -0.8327 -0.9193
C -0.4948 0.3227 -0.0048
C -0.7475 1.7318 -0.6532
C 1.7092 0.0877 0.3182
C 0.7894 1.1474 0.1331
C 0.9539 -0.5958 1.4453
H 2.8000 0.1806 0.2996
H 1.9013 -1.6988 -0.9098
H -0.4213 -1.8162 -0.4716
H -3.5266 0.0158 -0.9215
H -0.3627 -0.6867 -1.9898
H 0.5186 3.3574 0.2624
H 1.7581 -0.0319 -1.7463
H -1.1093 -0.6059 1.9344
H 1.6322 -1.0802 2.2965
H -2.9091 -0.3360 0.5066
```

Net charge: 0
SMILES string: C1=C[C@]23CC[C@H]1[C@]21C=C31.O
HOMO-LUMO gap (eV): 8.517
2S+1: 1
Highest occupied orbital energy (Eh): -0.290

=====

Q:
Entry from the OMol25 dataset: a single C9H10O molecule (the ωB97M-V functional and the def2-TZVPD basis).

The geometry in XYZ format:
```
20
Properties=species:S:1:pos:R:3
O -0.0587 2.3307 0.1576
C 0.7879 -1.1396 0.6275
C 0.7425 -0.9525 -0.8325
C -1.2190 0.1699 0.1190
C -0.7504 -0.9932 -0.8589
C 2.5589 0.6454 0.0398
C -2.5710 0.7457 0.0476
C -0.7424 -1.1577 0.6477
C 1.1550 0.1900 0.0178
C -0.0096 1.1111 0.1074
H -2.7946 1.0983 1.0952
H -1.4733 -1.6666 1.2144
H -1.5399 -1.1804 -1.5419
H 3.0523 1.0062 -0.9194
H -3.4604 -0.0758 -0.1414
H 2.7263 1.5887 0.5946
H 1.3936 -1.7336 1.2410
H 1.5103 -1.5829 -1.4276
H 3.4386 0.0353 0.4687
H -2.7461 1.5610 -0.6566
```

Net charge: 0
SMILES string: C[C@]12C(=O)[C@]3(C)[C@@H]4[C@H]1[C@H]2[C@@H]43
HOMO-LUMO gap (eV): 9.603
2S+1: 1
Highest occupied orbital energy (Eh): -0.317

=====

Q ends up most stable, edging out the next structure by 394.8 kJ/mol.